[1]
{"formula": "C19H35N3O4V", "method": "ωB97M-V/def2-TZVPD", "elements": ["V", "C", "C", "N", "C", "C", "N", "C", "C", "N", "H", "H", "H", "H", "H", "H", "H", "H", "H", "H", "H", "H", "H", "H", "H", "C", "C", "O", "C", "C", "C", "C", "C", "C", "O", "H", "H", "H", "H", "H", "H", "H", "C", "O", "H", "H", "H", "H", "C", "C", "C", "C", "O", "H", "H", "H", "H", "H", "H", "H", "H", "H"], "positions_angstrom": [[0.35, -0.18, -0.14], [-0.41, 0.39, 2.72], [0.75, -0.62, 2.94], [0.93, -1.53, 1.80], [0.14, -2.77, 1.86], [-0.30, -3.16, 0.47], [-0.97, -2.03, -0.19], [-2.31, -1.68, 0.31], [-2.27, -0.69, 1.48], [-1.11, 0.22, 1.44], [0.02, 1.39, 2.71], [-1.12, 0.35, 3.55], [0.59, -1.18, 3.87], [1.67, -0.06, 3.06], [1.91, -1.74, 1.68], [-0.73, -2.59, 2.49], [0.69, -3.59, 2.33], [-0.93, -4.05, 0.49], [0.59, -3.39, -0.14], [-1.03, -2.24, -1.18], [-2.87, -2.58, 0.60], [-2.84, -1.23, -0.52], [-2.26, -1.22, 2.43], [-3.20, -0.11, 1.47], [-1.39, 1.14, 1.12], [-2.20, 1.39, -3.25], [-0.99, 0.76, -2.62], [-1.06, 0.52, -1.39], [0.18, 0.45, -3.40], [0.30, 0.96, -4.71], [1.40, 0.69, -5.48], [2.42, -0.12, -4.96], [2.32, -0.65, -3.70], [1.20, -0.39, -2.88], [1.15, -0.95, -1.70], [-2.98, 1.47, -2.50], [-2.54, 0.80, -4.10], [-1.95, 2.38, -3.61], [-0.49, 1.58, -5.11], [1.49, 1.10, -6.48], [3.29, -0.33, -5.56], [3.10, -1.29, -3.30], [-1.20, 4.21, 0.97], [-0.75, 2.94, 0.47], [-1.13, 4.98, 0.20], [-0.64, 4.52, 1.85], [-2.25, 4.09, 1.24], [0.14, 3.06, 0.14], [2.68, 2.59, -0.94], [2.87, 1.59, 0.21], [3.96, 0.58, -0.15], [3.20, 2.32, 1.50], [1.67, 0.87, 0.40], [3.63, 3.00, -1.27], [2.05, 3.43, -0.63], [2.22, 2.09, -1.80], [4.90, 1.08, -0.39], [3.65, -0.01, -1.01], [4.13, -0.09, 0.69], [4.07, 2.96, 1.38], [3.40, 1.61, 2.31], [2.36, 2.96, 1.80]], "lowdin_charge": [1.0142, -0.1507, -0.1621, -0.0838, -0.1714, -0.1664, -0.1254, -0.1584, -0.1469, -0.1193, 0.1132, 0.1234, 0.1227, 0.1090, 0.1322, 0.1115, 0.1339, 0.1298, 0.1296, 0.1276, 0.1299, 0.1172, 0.1102, 0.1324, 0.0899, 0.0157, -0.3091, -0.0633, -0.0996, -0.0224, -0.0712, -0.0469, -0.0027, -0.3210, -0.1694, 0.0924, 0.1027, 0.1014, 0.1116, 0.1088, 0.1154, 0.1208, -0.1111, -0.1482, 0.0851, 0.0833, 0.0841, 0.0488, -0.0088, -0.6775, -0.0129, -0.0218, -0.2910, 0.0955, 0.0780, 0.0822, 0.0945, 0.0722, 0.0860, 0.0949, 0.0800, 0.0811], "charge": 1, "homo_ev": [-10.6201, -11.0239], "gap_ev": [7.745, 8.134], "lumo_ha": [-0.10566, -0.10618], "max_force_ha_per_bohr": 0.0357, "de_lowest_kcal_mol": 16.8, "energy_ha": -2154.1246, "s_squared": 2.01, "spin_multiplicity": 3}


[2]
{"formula": "C24H75N12O7P4Y", "method": "ωB97M-V/def2-TZVPD", "elements": ["Y", "O", "H", "O", "H", "O", "H", "O", "P", "N", "C", "C", "N", "C", "C", "N", "C", "C", "H", "H", "H", "H", "H", "H", "H", "H", "H", "H", "H", "H", "H", "H", "H", "H", "H", "H", "O", "P", "N", "C", "C", "N", "C", "C", "N", "C", "C", "H", "H", "H", "H", "H", "H", "H", "H", "H", "H", "H", "H", "H", "H", "H", "H", "H", "H", "O", "P", "N", "C", "C", "N", "C", "C", "N", "C", "C", "H", "H", "H", "H", "H", "H", "H", "H", "H", "H", "H", "H", "H", "H", "H", "H", "H", "H", "O", "P", "N", "C", "C", "N", "C", "C", "N", "C", "C", "H", "H", "H", "H", "H", "H", "H", "H", "H", "H", "H", "H", "H", "H", "H", "H", "H", "H"], "positions_angstrom": [[-0.20, 1.22, -0.77], [1.28, 2.84, -1.15], [1.84, 3.62, -1.05], [-0.85, -0.92, -0.97], [-0.78, -1.87, -1.19], [-0.87, 1.61, 1.28], [-1.36, 1.76, 2.12], [1.60, 0.17, 0.13], [2.87, -0.45, 0.72], [4.35, 0.50, 0.78], [4.68, 1.43, -0.30], [5.35, 0.50, 1.96], [3.36, -1.75, -0.24], [2.34, -2.69, -0.73], [4.79, -2.18, -0.37], [2.76, -0.96, 2.38], [1.99, -0.09, 3.29], [2.92, -2.35, 2.88], [5.46, 0.96, -0.89], [4.92, 2.46, -0.05], [3.91, 1.53, -1.06], [5.02, 1.12, 2.79], [6.29, 0.97, 1.71], [5.41, -0.48, 2.45], [2.79, -3.60, -1.13], [1.68, -3.17, -0.01], [1.75, -2.26, -1.54], [5.17, -2.58, 0.56], [5.00, -2.97, -1.09], [5.33, -1.33, -0.79], [2.22, -0.25, 4.34], [2.22, 0.94, 3.02], [0.94, -0.37, 3.21], [3.23, -2.43, 3.92], [3.79, -2.75, 2.36], [1.99, -2.90, 2.68], [1.44, -5.77, 5.94], [0.09, -5.13, 6.01], [-0.54, -4.73, 4.51], [-1.72, -3.79, 4.34], [0.23, -4.91, 3.30], [0.15, -3.63, 6.77], [0.03, -3.46, 8.26], [0.63, -2.51, 5.91], [-1.16, -6.04, 6.76], [-1.14, -7.55, 6.72], [-2.53, -5.46, 6.93], [-1.51, -3.07, 3.56], [-1.79, -3.11, 5.19], [-2.62, -4.37, 4.09], [1.14, -4.41, 3.64], [-0.14, -4.42, 2.41], [0.48, -5.95, 3.06], [-0.64, -2.60, 8.31], [-0.46, -4.25, 8.83], [1.01, -3.32, 8.73], [1.68, -2.68, 5.69], [0.25, -2.49, 4.88], [0.34, -1.55, 6.33], [-1.38, -7.92, 5.72], [-0.09, -7.76, 6.90], [-2.00, -7.84, 7.34], [-3.06, -5.84, 7.81], [-3.12, -5.82, 6.08], [-2.46, -4.38, 7.04], [-2.00, 2.74, -1.57], [-3.01, 3.86, -1.49], [-4.33, 3.61, -2.43], [-5.40, 4.55, -2.66], [-4.73, 2.22, -2.71], [-2.32, 5.40, -2.12], [-1.29, 6.11, -1.39], [-2.19, 5.44, -3.60], [-3.71, 4.21, 0.04], [-3.97, 3.12, 0.94], [-4.31, 5.49, 0.42], [-6.15, 4.26, -3.40], [-4.91, 5.46, -3.00], [-5.84, 4.86, -1.72], [-5.70, 2.40, -3.18], [-4.83, 1.57, -1.84], [-4.03, 1.78, -3.42], [-0.84, 5.45, -0.65], [-0.60, 6.63, -2.05], [-1.62, 6.85, -0.65], [-2.82, 4.75, -4.16], [-2.48, 6.44, -3.92], [-1.14, 5.25, -3.82], [-3.33, 2.27, 0.69], [-3.87, 3.44, 1.98], [-4.98, 2.72, 0.91], [-5.26, 5.40, 0.95], [-4.48, 6.05, -0.50], [-3.51, 5.95, 1.00], [0.00, 0.92, -3.04], [0.54, 0.80, -4.44], [1.78, -0.43, -4.64], [1.49, -1.82, -4.63], [3.12, -0.03, -4.42], [1.24, 2.26, -5.23], [1.45, 2.25, -6.67], [0.64, 3.60, -4.90], [-0.66, 0.45, -5.64], [-0.44, -0.01, -7.05], [-2.04, 0.91, -5.46], [1.38, -2.43, -5.53], [0.48, -1.99, -4.25], [2.08, -2.52, -4.03], [3.83, -0.78, -4.76], [3.38, 0.04, -3.36], [3.36, 0.94, -4.85], [0.57, 2.37, -7.30], [2.15, 3.05, -6.89], [1.93, 1.32, -6.96], [0.98, 4.45, -5.50], [-0.43, 3.39, -4.94], [0.74, 3.98, -3.89], [0.54, -0.49, -7.10], [-1.09, -0.78, -7.48], [-0.45, 0.76, -7.83], [-2.63, 0.00, -5.37], [-2.45, 1.51, -6.27], [-2.11, 1.46, -4.52]], "lowdin_charge": [1.3526, -0.4966, -0.0524, -0.5046, -0.0704, -0.4923, -0.0525, -0.3830, 0.7151, -0.2779, -0.1413, -0.0691, -0.2761, -0.1108, -0.0889, -0.2956, -0.1032, -0.0853, 0.0625, 0.0834, 0.0588, 0.0601, 0.0734, 0.0595, 0.0746, 0.0736, 0.0590, 0.0655, 0.0768, 0.0625, 0.0703, 0.0827, 0.0785, 0.0771, 0.0622, 0.0535, -0.3009, 0.5340, -0.3098, -0.0902, -0.1225, -0.2952, -0.0772, -0.1025, -0.3087, -0.0797, -0.1212, 0.0761, 0.0619, 0.0772, 0.0420, 0.0848, 0.0811, 0.0725, 0.0693, 0.0746, 0.0681, 0.0489, 0.0910, 0.0684, 0.0709, 0.0738, 0.0722, 0.0737, 0.0627, -0.3417, 0.6796, -0.3238, -0.1127, -0.0652, -0.2774, -0.1191, -0.1131, -0.3028, -0.1292, -0.1176, 0.0890, 0.0700, 0.0701, 0.0712, 0.0855, 0.0610, 0.0790, 0.0848, 0.0630, 0.0738, 0.0793, 0.0500, 0.0580, 0.0845, 0.0745, 0.0868, 0.0608, 0.0814, -0.3621, 0.7786, -0.2841, -0.1462, -0.1358, -0.2778, -0.1675, -0.1067, -0.2741, -0.1207, -0.1184, 0.0726, 0.0824, 0.0773, 0.0870, 0.0731, 0.0721, 0.0677, 0.0856, 0.0721, 0.0859, 0.0563, 0.0633, 0.0629, 0.0792, 0.0619, 0.0849, 0.0844, 0.0494], "homo_ev": -7.4749, "gap_ev": 8.131, "lumo_ha": 0.02409, "max_force_ha_per_bohr": 0.0792, "de_lowest_kcal_mol": 29.3, "energy_ha": -3547.0954}